No. 1
CH2O2S | wB97M-V/def2-TZVPD

Cartesian coordinates (Å):
C (-0.4225, 0.0039, -0.4632)
O (0.9704, 0.2679, 1.7209)
O (0.7569, -0.6111, -0.7106)
S (0.8798, 0.7383, 0.3567)
H (-0.9530, 0.5480, -1.1872)
H (-1.2315, -0.9471, 0.2835)

Values from the calculation:
- Maximum force: 6.69 eV/Å
- Energy: -15996.17750 eV
- LUMO energy: 0.330 eV
- Energy relative to the best compared isomer or geometry (same formula, charge and spin): 86.7 kcal per mole
- Molecular weight: 78.1 g mol⁻¹
- HOMO: -10.43 eV
- Gap between HOMO and LUMO: 10.8 eV

***

No. 2
CH2O2S | wB97M-V/def2-TZVPD

Cartesian coordinates (Å):
O (1.1767, -0.2930, 0.9255)
C (0.4452, -0.0201, 0.0697)
O (0.4595, 1.3379, -0.5240)
S (-0.9018, -1.0250, -0.5351)
H (-0.2683, 1.4234, -0.9955)
H (-0.9112, -1.4231, 1.0594)

Values from the calculation:
- Maximum force: 8.06 eV/Å
- Energy: -15998.21551 eV
- LUMO energy: -0.421 eV
- Energy relative to the best compared isomer or geometry (same formula, charge and spin): 39.7 kcal per mole
- Molecular weight: 78.1 g mol⁻¹
- HOMO: -10.59 eV
- Gap between HOMO and LUMO: 10.2 eV

***

No. 3
CH2O2S | wB97M-V/def2-TZVPD

Cartesian coordinates (Å):
O (-0.9327, 1.2332, -0.0299)
C (-0.3942, 0.1873, -0.0892)
O (-1.0197, -0.9567, 0.0093)
S (1.3697, -0.0263, -0.0382)
H (-0.4807, -1.7327, -0.0616)
H (1.4576, 1.2951, 0.2097)

Values from the calculation:
- Maximum force: 2.30 eV/Å
- Energy: -15999.60515 eV
- LUMO energy: 0.339 eV
- Energy relative to the best compared isomer or geometry (same formula, charge and spin): 7.6 kcal per mole
- Molecular weight: 78.1 g mol⁻¹
- HOMO: -10.43 eV
- Gap between HOMO and LUMO: 10.8 eV

***

No. 4
CH2O2S | wB97M-V/def2-TZVPD

Cartesian coordinates (Å):
O (0.9854, -1.2395, -0.1722)
C (0.4053, -0.2116, -0.0874)
O (0.9962, 1.0538, -0.1900)
S (-1.3067, 0.0018, -0.1898)
H (0.2618, 1.6671, 0.3202)
H (-1.3420, -1.2716, 0.3193)

Values from the calculation:
- Maximum force: 4.02 eV/Å
- Energy: -15999.10284 eV
- LUMO energy: 0.270 eV
- Energy relative to the best compared isomer or geometry (same formula, charge and spin): 19.2 kcal per mole
- Molecular weight: 78.1 g mol⁻¹
- HOMO: -10.59 eV
- Gap between HOMO and LUMO: 10.9 eV

***

No. 5
CH2O2S | wB97M-V/def2-TZVPD

Cartesian coordinates (Å):
O (0.5355, 1.0795, 0.0087)
C (-0.1055, -0.0423, -0.0678)
O (0.7856, -0.9234, -0.0829)
S (-1.7054, -0.1008, -0.0291)
H (-0.1255, 1.7864, -0.1182)
H (0.6154, -1.7994, 0.2893)

Values from the calculation:
- Maximum force: 5.01 eV/Å
- Energy: -15999.20602 eV
- LUMO energy: 0.461 eV
- Energy relative to the best compared isomer or geometry (same formula, charge and spin): 16.8 kcal per mole
- Molecular weight: 78.1 g mol⁻¹
- HOMO: -9.13 eV
- Gap between HOMO and LUMO: 9.6 eV

***

No. 6
CH2O2S | wB97M-V/def2-TZVPD

Cartesian coordinates (Å):
C (0.7001, -0.3612, -0.4094)
O (-1.7293, -0.9935, 0.1288)
O (-1.2033, 1.3472, 0.0049)
S (-0.7479, 0.0083, 0.1455)
H (1.6351, 1.1654, 0.3373)
H (1.3454, -1.1663, -0.2072)

Values from the calculation:
- Maximum force: 3.54 eV/Å
- ⟨S²⟩: 2.0611
- Energy: -15990.66415 eV
- LUMO energy (spin up / spin down): -1.579 / -3.699 eV
- Energy relative to the best compared isomer or geometry (same formula, charge and spin): 144.7 kcal per mole
- Molecular weight: 78.1 g mol⁻¹
- HOMO (spin up / spin down): -7.93 / -10.59 eV
- Gap between HOMO and LUMO (spin up / spin down): 6.4 / 6.9 eV
- Spin multiplicity: 3

***

No. 7
CH2O2S2 | wB97M-V/def2-TZVPD

Cartesian coordinates (Å):
C (0.3817, -0.1285, -0.8125)
O (-0.4974, 1.8133, 1.0134)
O (-0.0702, 0.5956, 1.5445)
S (0.0580, 1.2455, -1.4081)
S (0.9155, -1.1161, 0.4024)
H (-1.3192, 1.7911, 1.4204)
H (1.1764, -2.0853, -0.4028)

Values from the calculation:
- Maximum force: 3.10 eV/Å
- Energy: -26828.18877 eV
- LUMO energy (spin up / spin down): -1.014 / -1.283 eV
- Energy relative to the best compared isomer or geometry (same formula, charge and spin): 135.2 kcal per mole
- Molecular weight: 110.2 g mol⁻¹
- HOMO (spin up / spin down): -8.63 / -7.63 eV
- Gap between HOMO and LUMO (spin up / spin down): 7.6 / 6.3 eV

***

No. 8
CH2O2S3 | wB97M-V/def2-TZVPD

Cartesian coordinates (Å):
C (0.2010, -0.2029, 0.0128)
O (-0.1419, -1.0571, 0.7047)
O (1.0309, 0.4597, -0.5702)
S (2.9318, -0.2052, -0.4065)
S (-2.8425, -0.4455, -0.2666)
S (-1.6134, 1.0380, -0.6869)
H (3.5183, 0.7495, 0.1841)
H (-3.0843, -0.3365, 1.0285)

Values from the calculation:
- Maximum force: 2.94 eV/Å
- Energy: -37667.30018 eV
- LUMO energy (spin up / spin down): -2.608 / -1.875 eV
- Energy relative to the best compared isomer or geometry (same formula, charge and spin): 44.0 kcal per mole
- Molecular weight: 142.2 g mol⁻¹
- HOMO (spin up / spin down): -8.48 / -8.90 eV
- Gap between HOMO and LUMO (spin up / spin down): 5.9 / 7.0 eV